(1)
5
Properties=species:S:1:pos:R:3 method="wB97M-V/def2-TZVPD" smiles="F[P@](=S)(Cl)I" de_lowest_ev=0.658 energy_ha=-1597.35818
F -0.315 -1.502 -0.447
P -0.025 0.066 -0.160
S -0.277 1.197 -1.726
Cl 2.134 0.082 0.715
I -1.516 0.158 1.618

---

(2)
45
Properties=species:S:1:pos:R:3 method="wB97M-V/def2-TZVPD" de_lowest_ev=1.160 energy_ha=-1759.27972
C -2.374 -4.185 0.226
H -3.348 -4.129 0.725
O -2.456 -3.723 -1.100
C -3.082 -2.474 -1.280
C -2.119 -1.280 -1.329
H -1.346 -1.474 -2.074
C -1.457 -0.978 0.017
N -0.868 0.347 0.032
C -1.565 1.494 0.251
C -2.907 1.624 0.524
C -3.838 0.590 0.632
N -4.687 -0.182 0.735
C -3.394 3.000 0.704
O -2.626 3.949 0.598
N -4.703 3.157 0.979
H -5.323 2.370 1.068
H -5.059 4.089 1.110
S -0.563 2.910 0.152
C 0.862 1.898 -0.132
C 2.097 2.412 -0.260
C 3.330 1.650 -0.403
C 4.252 2.000 -1.388
C 5.413 1.271 -1.566
C 5.686 0.195 -0.740
C 4.807 -0.143 0.276
C 3.637 0.578 0.444
O 2.769 0.329 1.499
C 2.548 -0.954 1.839
F 3.354 -1.351 2.860
F 1.294 -1.052 2.322
H 2.667 -1.678 1.016
H 5.042 -0.956 0.948
H 6.592 -0.377 -0.870
H 6.106 1.545 -2.347
H 4.030 2.834 -2.035
H 2.197 3.490 -0.276
C 0.482 0.487 -0.234
O 1.187 -0.453 -0.534
H -2.176 -1.052 0.835
H -0.633 -1.672 0.195
H -2.698 -0.411 -1.650
H -3.586 -2.537 -2.250
H -3.840 -2.301 -0.505
H -1.640 -3.631 0.820
H -2.063 -5.227 0.161

---

(3)
47
Properties=species:S:1:pos:R:3 method="wB97M-V/def2-TZVPD" total_charge=+2 de_lowest_ev=0.000 energy_ha=-869.20219
N 1.660 1.198 -0.694
C 2.385 1.459 -1.650
O 3.045 1.743 -2.586
Cs 2.021 3.274 2.069
Ta -0.100 0.774 0.099
N 0.450 -0.220 1.682
N -1.253 -0.179 -1.149
C 1.345 -1.334 2.079
C -0.993 -0.930 -2.390
C 1.589 -1.314 3.595
C 0.689 -2.659 1.674
C 2.670 -1.176 1.348
C -0.808 0.091 -3.511
C -2.161 -1.859 -2.731
C 0.278 -1.747 -2.221
H 1.965 -0.337 3.930
H 2.349 -2.069 3.843
H 0.684 -1.565 4.162
H -0.268 -2.805 2.190
H 1.356 -3.496 1.930
H 0.504 -2.691 0.591
H 2.551 -1.115 0.257
H 3.299 -2.054 1.565
H 3.215 -0.281 1.682
H -1.709 0.706 -3.627
H -0.606 -0.436 -4.453
H 0.041 0.757 -3.301
H -3.064 -1.303 -3.011
H -2.393 -2.529 -1.895
H -1.876 -2.476 -3.593
H 0.464 -2.290 -3.161
H 0.169 -2.483 -1.412
H 1.154 -1.113 -2.027
C -0.824 -0.063 2.466
H -1.517 0.646 1.951
H -1.351 -1.019 2.611
H -0.615 0.384 3.454
C -2.645 0.296 -0.947
H -2.672 1.103 -0.196
H -3.063 0.695 -1.885
H -3.294 -0.521 -0.592
B -0.423 5.338 0.691
C -0.574 3.854 0.587
N -0.495 2.659 0.484
H -1.522 5.768 0.388
H 0.437 5.658 -0.139
H -0.094 5.661 1.842

---

(4)
111
Properties=species:S:1:pos:R:3 method="wB97M-V/def2-TZVPD" total_charge=+1 energy_ha=-2231.38139
C -0.648 -2.122 -1.389
C -0.839 -2.623 -2.462
C -0.979 -3.214 -3.788
C 0.384 -3.187 -4.506
C 0.658 -1.909 -5.315
C 0.579 -0.644 -4.556
N -0.578 -0.019 -4.327
C -0.285 1.069 -3.647
N -1.231 1.940 -3.201
N -2.571 1.652 -3.511
C -3.137 0.640 -2.630
C -4.458 0.131 -3.171
C -5.117 -0.801 -2.140
C -4.321 -2.128 -2.077
P -1.062 3.379 -2.263
O -2.346 3.972 -1.889
N 1.056 1.176 -3.467
C 1.893 2.167 -2.833
C 2.277 1.783 -1.395
O 1.698 0.893 -0.831
C 3.382 2.599 -0.812
C 4.670 2.497 -1.310
C 5.693 3.252 -0.777
C 5.418 4.137 0.251
C 4.132 4.238 0.730
C 3.105 3.483 0.214
N 1.584 0.048 -4.030
C 2.982 -0.394 -4.052
C 3.216 -1.607 -3.113
C 4.149 -1.309 -1.933
C 3.849 -2.247 -0.753
C 4.627 -1.883 0.510
N 5.827 -2.720 0.710
H -0.525 -1.587 -0.478
H -1.306 -4.248 -3.697
H -1.716 -2.682 -4.389
H 0.390 -4.004 -5.228
H 1.182 -3.411 -3.807
H -0.053 -1.857 -6.137
H 1.637 -2.030 -5.778
H -2.661 1.433 -4.495
H -3.353 1.123 -1.672
H -2.444 -0.180 -2.424
H -4.290 -0.404 -4.111
H -5.126 0.966 -3.385
H -6.168 -0.950 -2.364
H -5.004 -0.302 -1.177
H -4.905 -2.974 -1.732
H -3.912 -2.298 -3.074
H -3.462 -1.950 -1.437
H -0.237 4.268 -2.979
H -0.331 2.971 -1.129
H 1.453 3.157 -2.873
H 2.826 2.265 -3.388
H 4.889 1.822 -2.127
H 6.684 3.124 -1.186
H 6.222 4.737 0.651
H 3.930 4.946 1.522
H 2.103 3.597 0.606
H 3.235 -0.641 -5.078
H 3.666 0.394 -3.751
H 2.271 -1.973 -2.718
H 3.694 -2.370 -3.726
H 4.037 -0.298 -1.554
H 5.181 -1.501 -2.227
H 4.042 -3.287 -1.020
H 2.779 -2.170 -0.546
H 3.960 -2.016 1.366
H 4.921 -0.832 0.516
H 5.894 -3.007 1.678
H 5.732 -3.582 0.186
C 0.652 1.277 6.917
C 0.073 2.571 6.352
C -0.262 2.488 4.864
C 0.936 2.224 3.949
C 2.067 3.246 4.057
C 1.644 4.660 3.666
H 1.595 1.011 6.437
H 0.847 1.375 7.985
H -0.045 0.447 6.780
H 0.765 3.396 6.541
H -0.842 2.814 6.897
H -0.755 3.417 4.561
H -0.999 1.694 4.708
H 0.580 2.196 2.913
H 1.339 1.229 4.154
H 2.883 2.926 3.402
H 2.476 3.254 5.070
H 1.268 4.681 2.639
H 2.492 5.345 3.729
H 0.865 5.050 4.320
C -6.674 -2.034 3.166
C -5.658 -3.106 3.550
C -4.319 -2.536 4.016
C -3.570 -1.717 2.964
C -3.272 -2.464 1.666
C -2.365 -3.679 1.833
H -6.325 -1.427 2.328
H -7.620 -2.488 2.868
H -6.874 -1.368 4.007
H -5.508 -3.788 2.708
H -6.075 -3.711 4.358
H -3.685 -3.359 4.358
H -4.487 -1.904 4.893
H -2.627 -1.370 3.401
H -4.140 -0.813 2.730
H -2.779 -1.771 0.975
H -4.200 -2.772 1.179
H -1.404 -3.399 2.272
H -2.172 -4.126 0.856
H -2.815 -4.447 2.461

---

Table of strongest force on any atom (eV Å⁻¹), in record order: 3.0; 1.3; 3.9; 1.3
Table of E_LUMO (eV), in record order: -1.816; -0.789; -8.159; -2.544